1.
Density functional theory data (wB97M-V/def2-TZVPD) for C27H39BClMnN7O7S3 as an isolated structure.

Element x y z (Å)
Mn (3.951, 0.287, 2.577)
Cl (5.991, 1.953, 1.671)
S (1.363, 1.459, 2.283)
S (2.921, -1.763, 2.858)
S (3.779, -0.163, 0.148)
O (3.265, 0.816, 4.453)
O (4.622, 2.148, 2.343)
O (4.400, 0.320, 6.245)
O (5.900, 2.418, 0.338)
O (6.963, 2.627, 2.430)
O (5.079, -0.291, 4.266)
O (6.139, 0.501, 1.732)
N (0.234, -1.740, -0.095)
N (0.365, 1.363, -1.184)
N (1.040, -1.340, 0.914)
N (1.326, 0.752, -0.473)
N (-1.819, 0.224, 0.807)
N (4.270, 0.289, 5.066)
N (-0.624, 0.574, 1.256)
C (-0.615, 1.685, -4.435)
C (1.729, -2.180, 1.688)
C (-4.201, -0.532, -0.223)
C (-0.413, 2.517, -3.160)
C (4.415, 1.098, -2.547)
C (-4.999, -0.211, 2.121)
C (-1.410, 2.031, 2.969)
C (-1.721, 2.562, -2.372)
C (-2.651, 1.689, 2.506)
C (-0.835, -3.402, -1.480)
C (-4.240, 0.438, 0.954)
C (-4.948, 1.729, 0.520)
C (1.471, -3.587, 1.545)
C (0.011, 3.944, -3.526)
C (-1.128, 2.969, 4.094)
C (0.043, -3.006, -0.309)
C (2.016, 1.773, -2.831)
C (-0.048, -4.354, -2.390)
C (2.996, 1.178, -2.096)
C (-2.075, -4.119, -0.931)
C (-2.837, 0.785, 1.422)
C (2.605, 0.643, -0.829)
C (-0.374, 1.406, 2.255)
C (0.635, -3.969, 0.544)
C (2.140, -4.582, 2.436)
C (0.686, 1.860, -2.346)
C (-1.259, -2.169, -2.277)
B (0.858, 0.212, 0.873)
H (-0.394, -1.664, -2.712)
H (0.217, 4.535, -2.632)
H (-4.502, -1.125, 2.450)
H (-1.813, -5.016, -0.368)
H (1.906, -4.387, 3.484)
H (-2.651, -3.462, -0.277)
H (4.766, 0.066, -2.552)
H (-1.786, -1.449, -1.653)
H (-5.058, 2.439, 1.340)
H (-0.405, 2.535, 4.786)
H (2.259, 2.204, -3.793)
H (-4.405, 2.220, -0.290)
H (-5.089, 0.457, 2.978)
H (-5.223, -0.751, -0.536)
H (3.224, -4.525, 2.335)
H (-0.792, 4.433, -4.077)
H (0.863, -3.883, -2.764)
H (-1.387, 2.143, -5.055)
H (-6.008, -0.471, 1.802)
H (0.440, -5.021, 0.382)
H (0.898, 3.963, -4.161)
H (-2.039, 3.208, 4.638)
H (0.228, -5.280, -1.884)
H (-1.616, 3.150, -1.459)
H (-2.492, 3.024, -2.991)
H (-0.700, 3.898, 3.712)
H (-3.717, -1.470, 0.047)
H (-1.916, -2.481, -3.090)
H (4.519, 1.512, -3.547)
H (-2.718, -4.425, -1.757)
H (1.812, -5.589, 2.186)
H (5.060, 1.646, -1.856)
H (-3.665, -0.111, -1.074)
H (-0.933, 0.669, -4.191)
H (0.296, 1.626, -5.032)
H (-2.054, 1.563, -2.090)
H (-3.528, 2.110, 2.981)
H (-0.664, -4.624, -3.248)
H (-5.949, 1.490, 0.159)

The total energy comes out at -130406.9396 eV. The spin multiplicity is 5. Its HOMO-LUMO gap (spin up / spin down) is 6.49 / 8.08 eV. As for the charge: +1. As for the LUMO energy (spin up / spin down): -5.19 / -3.70 eV. Its expectation value of S² is 6.214. Its energy above the lowest of the compared OMol25 structures with the same formula, charge and spin is 0.0 kcal/mol.

2.
Density functional theory data (wB97M-V/def2-TZVPD) for a 9-piece molecular cluster, C27H39F5O27 overall in a non-equilibrium geometry.

Element x y z (Å)
F (0.451, -2.274, 1.465)
F (-3.776, 0.789, -5.433)
F (3.064, 3.690, -3.074)
F (2.574, -1.108, 5.710)
F (-6.572, -3.178, -0.228)
O (-3.117, -4.889, 0.473)
O (-4.954, 4.082, 0.219)
O (-1.128, 0.510, 6.344)
O (2.411, -0.747, -4.523)
O (-4.439, -3.048, 0.530)
O (0.889, -0.278, 6.962)
O (2.842, 0.317, 1.607)
O (-0.192, 1.424, -2.526)
O (-4.694, 2.051, -2.869)
O (4.333, -1.350, -5.187)
O (4.749, 1.163, 0.839)
O (4.184, 1.724, 2.784)
O (2.791, -4.821, 1.473)
O (-1.412, -0.004, 1.210)
O (-5.387, 4.066, -3.558)
O (-3.835, 2.946, -4.730)
O (-4.177, -4.142, -1.387)
O (3.464, -3.609, -0.286)
O (0.834, 3.373, -3.018)
O (-2.686, -0.680, -0.488)
O (1.463, -4.402, -0.299)
O (-0.606, -1.434, -0.278)
O (4.162, -0.215, -3.266)
O (1.262, 2.364, -1.072)
O (-4.844, 5.036, 2.267)
O (-0.484, -1.587, 5.806)
O (-4.456, 2.930, 2.086)
C (-4.347, 1.749, 1.322)
C (5.706, -1.591, -4.971)
C (1.514, -0.362, -3.464)
C (0.009, 0.059, 1.329)
C (-4.770, 4.019, 1.408)
C (3.839, 0.974, 1.758)
C (-4.713, 3.131, -3.692)
C (-3.214, 1.702, -4.578)
C (3.599, 1.547, 4.091)
C (0.380, -5.004, 0.390)
C (4.529, 0.587, -0.454)
C (-4.726, -2.851, -1.699)
C (-0.336, -0.365, 6.360)
C (1.869, 3.664, -0.996)
C (-5.132, 6.288, 1.688)
C (-1.669, -0.689, 0.087)
C (0.451, -1.195, 0.611)
C (0.550, 2.293, -2.216)
C (-3.829, -4.118, -0.077)
C (0.636, -2.432, 6.157)
C (1.906, 4.085, -2.469)
C (4.750, -3.510, 0.297)
C (-3.449, 1.381, -3.115)
C (1.645, -1.433, 6.696)
C (3.671, -0.726, -4.226)
C (-5.392, -2.494, -0.377)
C (2.578, -4.328, 0.401)
H (0.037, -5.925, -0.077)
H (-3.476, 1.798, 0.662)
H (2.193, -1.667, 7.601)
H (-5.382, -2.916, -2.562)
H (4.693, -3.417, 1.376)
H (3.915, 0.603, 4.522)
H (-3.522, 0.310, -2.932)
H (5.441, 0.113, -0.795)
H (6.194, -1.725, -5.929)
H (-5.222, 1.596, 0.686)
H (0.971, -2.903, 5.243)
H (0.511, -0.467, -3.868)
H (1.185, 4.331, -0.466)
H (1.761, 5.149, -2.621)
H (6.185, -0.763, -4.441)
H (0.408, 0.987, 0.914)
H (3.760, -0.188, -0.457)
H (-2.145, 1.739, -4.797)
H (-0.444, -4.307, 0.468)
H (-5.992, 6.220, 1.026)
H (0.332, 0.097, 2.368)
H (-2.709, 1.778, -2.426)
H (5.344, -4.389, 0.025)
H (4.160, 1.336, -1.151)
H (-5.266, 6.965, 2.522)
H (2.529, 1.723, 4.080)
H (0.291, -3.157, 6.892)
H (-4.198, 0.864, 1.933)
H (1.415, -1.080, 0.132)
H (2.828, 3.603, -0.497)
H (-3.931, -2.143, -1.933)
H (5.231, -2.661, -0.180)
H (0.716, -5.291, 1.387)
H (1.648, 0.684, -3.191)
H (-4.291, 6.643, 1.086)
H (5.873, -2.473, -4.346)
H (1.633, -1.031, -2.617)
H (-5.522, -1.448, -0.124)
H (4.077, 2.331, 4.676)

The total energy comes out at -97502.3843 eV. Its HOMO-LUMO gap is 10.74 eV. As for the charge: 0. As for the LUMO energy: -0.01 eV. Its energy above the lowest of the compared OMol25 structures with the same formula, charge and spin is 0.0 kcal/mol.